Record 1
ORCA calculation (wB97M-V/def2-TZVPD) on a single C4H12NOPS2 molecule.

E_LUMO = 0.0154 Eh
Kohn-Sham gap = 9.567 eV
SMILES = CC[C@H](C)O[P@@](N)(=S)S
DFT total energy = -1427.3503 Eh

Atoms and positions in Å:
C (0.53972, -2.19772, -1.12799)
C (-0.66330, -1.23385, -1.02291)
C (-0.45398, -0.23775, 0.18569)
C (-1.82311, 0.55849, 0.48405)
O (0.63279, 0.44555, -0.15688)
P (1.54277, 1.59494, 1.09687)
N (1.37062, 3.20463, 0.82472)
S (1.25932, 0.88524, 2.92591)
S (3.40316, 1.19426, 0.13324)
H (0.78816, -2.59757, -0.11040)
H (1.44351, -1.76769, -1.59107)
H (0.37002, -3.09445, -1.67381)
H (-1.47962, -1.89643, -0.80016)
H (-0.87208, -0.75058, -1.98110)
H (-0.18836, -0.78340, 1.08124)
H (-2.05307, 1.13823, -0.40988)
H (-2.54242, -0.16847, 0.72420)
H (-1.66659, 1.20000, 1.30490)
H (0.56390, 3.70591, 1.26780)
H (1.63555, 3.52868, -0.14548)
H (3.01199, -0.04710, 0.48408)

Record 2
ORCA calculation (wB97M-V/def2-TZVPD) on 2 unconnected molecules or ions with the total composition C12H15BCl4N2O.

E_LUMO = -0.0670 Eh
Kohn-Sham gap = 7.357 eV
DFT total energy = -2516.7062 Eh

Atoms and positions in Å:
Cl (-2.99654, -0.38689, -3.68890)
B (-2.41636, 0.66644, -2.30553)
Cl (-2.53919, 2.50785, -2.66771)
Cl (-3.38517, 0.26009, -0.72048)
O (-0.96002, 0.39350, -2.04193)
C (-0.26619, 0.96711, -1.12284)
C (1.15663, 1.11606, -1.33231)
C (1.91927, 2.07868, -0.61633)
C (3.32260, 2.03263, -0.66065)
C (3.96483, 1.05843, -1.43366)
Cl (5.67571, 0.92674, -1.44576)
C (3.21277, 0.22850, -2.30711)
C (1.82547, 0.28933, -2.28199)
H (-0.79298, 1.45692, -0.29077)
H (1.41266, 2.82977, -0.01607)
H (3.93870, 2.74157, -0.10407)
H (3.73859, -0.43416, -2.98199)
H (1.21571, -0.34454, -2.93150)
C (-1.19363, 0.16612, 2.99131)
C (-2.47587, -0.48475, 2.41754)
C (-1.92954, -1.51691, 1.43470)
N (-0.70382, -0.85552, 0.89550)
N (0.19974, -1.69679, 0.31139)
C (-0.04793, -2.93456, 0.07228)
C (-0.07040, -0.08796, 1.98841)
H (-1.30699, 1.23362, 3.23083)
H (-0.89195, -0.35712, 3.90849)
H (-3.10009, -0.98994, 3.16663)
H (-3.10057, 0.24395, 1.90727)
H (-1.67730, -2.44596, 1.98252)
H (-2.62266, -1.78303, 0.63329)
H (0.78722, -3.57054, -0.24260)
H (-1.03478, -3.40293, 0.19899)
H (0.42255, 0.82996, 1.64951)
H (0.71953, -0.73566, 2.40352)

Record 3
ORCA calculation (wB97M-V/def2-TZVPD) on a single C5H7NO molecule.

E_LUMO = -0.0021 Eh
Kohn-Sham gap = 10.145 eV
DFT total energy = -324.5278 Eh

Atoms and positions in Å:
O (0.71315, 2.00886, 0.26142)
C (-0.55886, 1.73475, -0.28860)
C (-0.67300, 0.29801, -0.75177)
C (-0.94018, -0.37886, -1.82689)
C (-0.39341, -0.77961, 0.28121)
C (0.51484, -1.94204, 0.07312)
N (0.96487, -0.78517, 0.82954)
H (0.78379, 1.53759, 1.10370)
H (-1.35720, 1.93337, 0.44237)
H (-0.69306, 2.42116, -1.12703)
H (-1.18949, -0.89458, 1.01529)
H (0.93831, -2.11857, -0.91162)
H (0.34728, -2.83267, 0.67304)
H (1.54297, -0.20224, 0.22622)

Record 4
ORCA calculation (wB97M-V/def2-TZVPD) on a single C4H6N2O molecule.

E_LUMO = 0.0143 Eh
Kohn-Sham gap = 8.133 eV
SMILES = Cc1[nH]ncc1O
DFT total energy = -340.6268 Eh

Atoms and positions in Å:
C (2.29506, 0.37244, 0.12973)
C (0.72353, 0.04005, -0.06767)
N (0.42804, -1.22966, -0.25388)
N (-0.89223, -1.53083, 0.08701)
C (-1.49489, -0.37081, 0.06456)
C (-0.58818, 0.58313, 0.00721)
O (-1.04483, 1.76012, -0.04900)
H (3.07198, -0.50386, -0.18316)
H (2.50855, 1.35165, -0.47423)
H (2.17228, 0.82274, 1.27892)
H (1.01034, -2.09973, 0.04944)
H (-2.54704, -0.50813, 0.45163)
H (-0.22115, 2.43097, -0.36543)